No. 1
{
  "formula": "C3H7NO2",
  "method": "ωB97M-V with the def2-TZVPD basis set",
  "elements": ["O", "C", "C", "O", "C", "N", "H", "H", "H", "H", "H", "H", "H"],
  "positions_angstrom": [[0.22431, 0.51095, -1.76906], [0.79010, 1.05058, -0.61191], [-0.01327, 0.93488, 0.65962], [0.24355, -0.24097, 1.41691], [-0.23781, -1.36731, 1.01478], [-0.87726, -1.38735, -0.09111], [0.11589, -0.42860, -1.55152], [1.81003, 0.66546, -0.45600], [0.88665, 2.11275, -0.85633], [0.30223, 1.69514, 1.37636], [-1.08216, 1.04881, 0.45133], [-0.84122, -2.55637, 1.12645], [-1.32106, -2.03797, -0.70951]],
  "forces_ev_per_angstrom": [[0.1, -0.6, -0.2], [0.6, 0.8, -0.4], [-0.3, 0.9, -0.2], [1.0, -0.7, 2.3], [-4.7, -5.9, -2.8], [0.5, 3.3, -2.5], [-0.5, 0.2, -0.2], [-0.1, 0.0, 0.2], [0.1, 0.1, 0.3], [0.0, 0.1, -0.2], [0.2, -0.2, 0.0], [3.0, 3.0, 2.6], [0.2, -1.1, 1.0]],
  "total_energy_ev": -8805.29962,
  "homo_ev": -8.813
}

No. 2
{
  "formula": "C3H7NO2",
  "method": "ωB97M-V with the def2-TZVPD basis set",
  "elements": ["C", "C", "O", "C", "O", "N", "H", "H", "H", "H", "H", "H", "H"],
  "positions_angstrom": [[-1.63527, 0.29080, -0.11211], [-0.33264, -0.15083, 0.55023], [-0.09707, -1.54913, 0.49579], [0.82554, 0.65167, -0.05464], [0.72374, 1.84016, -0.29813], [1.93358, -0.08546, -0.36428], [-1.86278, 1.31845, 0.18088], [-2.45868, -0.36286, 0.18739], [-1.54620, 0.27875, -1.20435], [-0.37836, 0.07821, 1.62093], [-0.00250, -1.79566, -0.43407], [2.09913, -0.95066, 0.12743], [2.73151, 0.43655, -0.69508]],
  "forces_ev_per_angstrom": [[0.0, 0.0, 0.0], [-0.1, 0.2, 0.1], [0.0, -0.1, -0.2], [0.0, 0.2, 0.0], [0.1, -0.4, 0.1], [0.1, 0.2, 0.1], [0.0, -0.1, -0.1], [0.1, 0.1, 0.0], [0.0, -0.1, 0.1], [0.1, 0.0, -0.1], [-0.1, 0.0, 0.1], [-0.1, 0.1, -0.1], [-0.1, -0.1, 0.1]],
  "total_energy_ev": -8810.06689,
  "homo_ev": -9.718,
  "smiles": "C[C@@H](O)C(N)=O"
}

No. 3
{
  "formula": "C3H7NO2",
  "method": "ωB97M-V with the def2-TZVPD basis set",
  "elements": ["C", "N", "C", "C", "O", "O", "H", "H", "H", "H", "H", "H", "H"],
  "positions_angstrom": [[-0.03517, 1.17422, 1.23638], [0.08082, -0.27174, 1.07037], [-0.62366, -0.89300, -0.00280], [0.03426, -0.79609, -1.37671], [1.06157, 0.09928, -1.36466], [-0.28893, -1.37181, -2.37526], [0.95368, 1.60647, 1.37974], [-0.53966, 1.36733, 2.17550], [-0.49975, 1.71088, 0.41453], [1.03507, -0.58782, 1.11911], [-1.55067, -0.36431, -0.17283], [-0.90509, -1.93060, 0.19300], [1.27752, 0.25719, -2.29637]],
  "forces_ev_per_angstrom": [[0.7, -0.3, 0.6], [0.0, -0.2, 0.2], [0.1, 0.1, -0.6], [0.5, 0.2, 0.3], [-0.3, 0.0, -0.2], [-0.3, -0.1, -0.1], [0.2, 0.0, -0.2], [-0.5, 0.3, 0.0], [-0.2, -0.2, -0.2], [0.0, 0.1, 0.0], [-0.5, 0.1, 0.2], [0.2, 0.0, 0.0], [0.2, -0.1, 0.0]],
  "total_energy_ev": -8809.48792,
  "homo_ev": -8.855,
  "smiles": "CNCC(=O)O"
}